Record 1
# C24H23IrN6O2S

A molecular structure, C24H23IrN6O2S at a distorted geometry (the ωB97M-V functional and the def2-TZVPD basis, the Open Molecules 2025 dataset).

```
! wB97M-V def2-TZVPD RIJCOSX def2/J DEFGRID3
* xyz 1 2
Ir -0.244 -0.534 0.276
O -0.968 -0.853 2.402
C -1.889 -1.677 2.641
C -2.922 -1.332 3.579
C -3.945 -2.187 3.875
C -4.002 -3.458 3.285
C -3.006 -3.862 2.423
C -1.957 -3.013 2.068
C -0.895 -3.502 1.247
N -0.039 -2.761 0.649
C 1.154 -3.319 0.076
C 2.341 -2.421 0.471
N 2.016 -1.030 0.300
C 2.908 -0.182 -0.052
C 2.764 1.238 -0.093
C 3.799 2.000 -0.653
C 3.781 3.372 -0.636
C 2.719 4.043 -0.020
C 1.694 3.341 0.548
C 1.650 1.913 0.524
O 0.658 1.328 1.048
H -2.847 -0.356 4.038
H -4.713 -1.889 4.575
H -4.820 -4.123 3.515
H -3.045 -4.854 1.993
H -0.811 -4.593 1.182
H 1.338 -4.342 0.428
H 1.062 -3.351 -1.016
H 2.557 -2.572 1.537
H 3.236 -2.704 -0.098
H 3.904 -0.544 -0.326
H 4.632 1.488 -1.115
H 4.584 3.928 -1.090
H 2.720 5.122 0.011
H 0.870 3.840 1.032
C -1.398 3.198 -2.262
C -0.833 1.918 -1.735
N -1.316 1.334 -0.693
N -2.287 1.826 0.038
C -3.075 0.988 0.658
N -3.957 1.446 1.549
S -3.091 -0.707 0.251
C 0.246 1.195 -2.396
C 1.059 1.766 -3.380
C 2.024 0.990 -3.997
C 2.135 -0.347 -3.643
C 1.298 -0.834 -2.655
N 0.395 -0.094 -2.030
H -2.470 3.216 -2.075
H -1.214 3.315 -3.325
H -0.967 4.048 -1.731
H -3.964 2.421 1.802
H -4.672 0.841 1.909
H 0.952 2.803 -3.655
H 2.672 1.403 -4.754
H 2.837 -1.006 -4.130
H 1.340 -1.874 -2.371
*
```

Energy relative to the best compared isomer or geometry (same formula, charge and spin): 487.9 kJ/mol
Highest occupied orbital energy (spin up / spin down): -10.3 / -10.3 eV
Calculated total energy: -51962.08176 eV
HOMO-LUMO gap (spin up / spin down): 5.454 / 5.624 eV

Record 2
# C3H3I

A single C3H3I molecule at a distorted geometry (the ωB97M-V functional and the def2-TZVPD basis, the Open Molecules 2025 dataset).

```
! wB97M-V def2-TZVPD RIJCOSX def2/J DEFGRID3
* xyz 0 1
I -2.737 -0.048 -0.019
C -0.401 -0.014 -0.533
C 0.549 -0.596 0.408
C 0.584 0.694 0.344
H -0.179 -0.265 -1.624
H 1.108 -1.458 0.839
H 1.077 1.686 0.585
*
```

Energy relative to the best compared isomer or geometry (same formula, charge and spin): 79.1 kJ/mol
Highest occupied orbital energy: -9.1 eV
Calculated total energy: -11256.98906 eV
HOMO-LUMO gap: 9.239 eV
SMILES: IC1C=C1

Record 3
# C28H56O7

7 unconnected molecules or ions with the total composition C28H56O7 at a distorted geometry (the ωB97M-V functional and the def2-TZVPD basis, the Open Molecules 2025 dataset).

```
! wB97M-V def2-TZVPD RIJCOSX def2/J DEFGRID3
* xyz 0 1
C -2.576 -3.359 -4.600
C -1.424 -2.428 -4.881
C -0.750 -2.640 -3.512
O -1.761 -2.725 -2.609
C -2.897 -3.403 -3.064
H -2.272 -4.312 -5.032
H -3.428 -3.080 -5.220
H -1.774 -1.405 -5.022
H -0.849 -2.779 -5.738
H -0.050 -1.859 -3.213
H -0.291 -3.624 -3.414
H -3.820 -2.862 -2.859
H -2.947 -4.444 -2.745
C -3.739 0.362 2.118
C -2.712 -0.693 2.352
C -3.368 -2.006 1.933
O -4.565 -1.570 1.199
C -4.489 -0.219 0.946
H -3.343 1.346 1.869
H -4.393 0.518 2.976
H -2.387 -0.541 3.381
H -1.827 -0.597 1.723
H -3.563 -2.603 2.823
H -2.793 -2.564 1.195
H -5.448 0.247 0.718
H -3.920 -0.065 0.029
C 0.593 -4.458 4.662
C 1.544 -3.356 4.910
C 1.205 -2.424 3.713
O 0.868 -3.281 2.613
C 0.420 -4.514 3.161
H -0.396 -4.225 5.056
H 0.923 -5.423 5.045
H 2.581 -3.682 4.833
H 1.459 -2.875 5.885
H 2.131 -1.994 3.334
H 0.368 -1.761 3.934
H 1.073 -5.270 2.726
H -0.634 -4.731 2.984
C 0.473 -0.909 -0.321
C 1.709 -0.394 -1.006
C 1.232 0.889 -1.712
O -0.196 0.774 -1.868
C -0.615 0.131 -0.679
H 0.487 -1.124 0.747
H 0.122 -1.827 -0.790
H 2.014 -1.163 -1.715
H 2.483 -0.249 -0.253
H 1.782 1.082 -2.633
H 1.354 1.810 -1.141
H -1.626 -0.261 -0.568
H -0.600 0.945 0.046
C 4.431 -3.009 1.270
C 4.186 -4.260 0.490
C 4.156 -3.840 -0.985
O 4.974 -2.678 -1.055
C 5.394 -2.344 0.285
H 4.961 -3.303 2.176
H 3.509 -2.455 1.445
H 3.275 -4.796 0.755
H 5.020 -4.951 0.617
H 3.136 -3.465 -1.070
H 4.494 -4.636 -1.648
H 5.320 -1.260 0.376
H 6.393 -2.691 0.548
C -3.196 4.794 0.817
C -2.474 3.616 0.172
C -1.988 4.136 -1.197
O -2.142 5.580 -1.126
C -2.580 6.044 0.113
H -3.005 4.740 1.889
H -4.279 4.725 0.719
H -3.100 2.733 0.042
H -1.601 3.257 0.716
H -2.568 3.710 -2.016
H -0.904 4.031 -1.242
H -3.388 6.775 0.103
H -1.767 6.397 0.748
C 1.624 5.641 -0.255
C 2.441 5.215 -1.429
C 2.736 6.557 -2.140
O 1.645 7.355 -1.772
C 0.781 6.738 -0.862
H 2.199 6.027 0.587
H 0.942 4.898 0.159
H 1.831 4.536 -2.024
H 3.323 4.633 -1.161
H 2.977 6.365 -3.186
H 3.603 6.952 -1.612
H -0.092 6.352 -1.389
H 0.366 7.475 -0.174
*
```

Energy relative to the best compared isomer or geometry (same formula, charge and spin): 231.8 kJ/mol
Highest occupied orbital energy: -9.0 eV
Calculated total energy: -44271.07133 eV
HOMO-LUMO gap: 9.624 eV
SMILES: C1CCOC1.C1CCOC1.C1CCOC1.C1CCOC1.C1CCOC1.C1CCOC1.C1CCOC1